Entry 1:
32
Properties=species:S:1:pos:R:3:forces:R:3:lowdin_charge:R:1 method="wB97M-V/def2-TZVPD" total_energy_ha=-484.3893 multiplicity=1 relative_energy_kcal_mol=0.00 homo_lumo_gap_ha=0.3191 homo_energy_ev=-16.6 e_lumo_ev=-7.88 total_charge=+2
B -0.2245 1.5266 -0.2321 -1.164 0.148 -0.484 -0.32
C 4.7616 -0.5188 -0.9702 -0.284 -3.389 -0.029 -0.03
C -3.5329 -2.1131 -0.4576 -1.152 0.828 0.443 -0.07
C 3.3948 -0.9646 -0.2778 -0.559 0.907 -1.615 -0.07
C -2.8041 -0.9644 0.2435 -1.305 0.383 0.395 -0.18
C 1.7994 0.3588 1.2058 -3.105 -1.085 1.861 -0.04
C -1.8927 1.5739 -0.1562 0.966 -1.318 1.177 -0.34
N 0.6301 0.7149 0.8946 -0.838 0.244 -1.315 0.20
N -2.4397 1.7491 1.1860 2.504 2.266 0.211 0.04
N 2.7686 0.4023 0.2049 0.898 -1.988 1.418 0.11
N -2.5639 0.3031 -0.6737 -0.068 -1.987 -0.208 0.08
H -0.0751 1.2778 -1.3502 1.095 -0.716 -1.102 0.06
H 5.4376 -1.3836 -0.5875 -0.604 1.745 -1.013 0.12
H 4.6926 -0.6216 -2.0965 0.217 0.576 1.428 0.11
H 5.1681 0.4311 -0.5870 -0.290 -0.371 -0.363 0.09
H -4.4426 -1.5913 -0.8758 0.658 -1.289 -0.095 0.10
H -2.8633 -2.5468 -1.2006 -0.547 -0.218 -0.218 0.08
H -3.8884 -2.9093 0.3079 0.762 1.466 -1.311 0.13
H 3.6012 -1.6545 0.5275 -0.195 0.449 0.759 0.12
H 2.5131 -1.4307 -0.8586 1.815 0.758 0.327 0.16
H -1.8699 -1.3115 0.5210 2.128 -0.298 0.701 0.08
H -3.3770 -0.7556 1.1590 0.403 0.818 -0.512 0.13
H 1.9941 -0.0589 2.2113 0.416 0.274 -0.715 0.20
H -2.1419 2.3632 -0.8896 -0.094 -0.408 0.155 0.15
H -0.1702 0.6448 1.4828 -0.181 -0.483 2.144 0.13
H 0.0932 2.6093 -0.0038 0.578 1.279 0.292 0.08
H -3.4178 1.9718 1.2332 -0.612 0.112 -0.165 0.09
H -1.9404 2.6572 1.4703 -1.196 -1.687 0.099 0.13
H 2.3308 0.8496 -0.5467 -0.374 1.212 -2.128 0.15
H 3.4878 0.9482 0.6148 1.560 0.995 -0.145 0.17
H -2.0342 -0.1162 -1.5051 -1.349 1.251 0.968 0.20
H -3.5051 0.6317 -0.8807 -0.083 -0.473 -0.959 0.16

---

Entry 2:
47
Properties=species:S:1:pos:R:3:forces:R:3:lowdin_charge:R:1 method="wB97M-V/def2-TZVPD" total_energy_ha=-1596.5772 multiplicity=2 relative_energy_kcal_mol=4.24 homo_lumo_gap_ha="0.0742 / 0.0741" homo_energy_ev="-18.5 / -18.5" e_lumo_ev="-16.52 / -16.52" s2=0.76 total_charge=+4
Be -1.7002 2.2981 -2.2131 -0.146 -1.179 3.665 1.34
Pb -0.6013 -2.8915 -3.1857 2.276 -0.519 1.984 1.84
O 1.0500 0.3554 -0.1381 2.466 -1.686 0.950 0.15
C -0.0520 -0.1514 -0.5739 -1.923 -5.297 -2.849 -0.81
O -0.9455 0.7232 -0.5728 -3.739 3.072 -1.329 -0.05
O -0.2824 -1.3129 -0.9178 0.855 -0.738 -1.100 -0.13
H 0.3710 1.0266 -0.0374 1.464 5.265 1.528 0.01
C 0.2364 2.7980 2.5938 1.459 -4.675 -3.362 -0.56
O 0.1002 3.5891 3.4830 -0.660 3.619 3.422 0.46
N -0.7580 2.3251 1.8549 -2.171 2.370 0.797 0.26
N 1.3609 2.1783 2.3227 1.960 -0.885 -0.347 0.29
H -1.5558 2.9169 2.0374 -0.987 -0.732 -0.642 0.16
H -0.8083 1.4461 1.3599 -0.152 0.304 0.360 0.10
H 1.1766 1.3203 1.8227 0.690 -0.025 0.161 0.11
H 2.2736 2.2277 2.7525 -0.137 0.501 0.564 0.18
C -0.9853 -3.9145 1.2669 0.506 -4.861 3.551 -0.77
O -1.0678 -5.0236 1.8644 -0.408 2.715 -1.898 0.07
N 0.1378 -3.3110 1.1125 4.380 1.262 0.406 0.17
N -1.9583 -3.2829 0.6918 -5.309 0.054 -2.485 0.17
H 0.1806 -2.5742 0.4230 0.741 -0.717 0.185 0.04
H 0.8292 -4.0118 1.3383 1.145 0.825 -0.064 0.14
H -2.5655 -4.0313 0.3895 -1.412 0.776 0.072 0.13
H -2.0512 -2.3386 0.3459 0.343 -0.508 0.223 0.08
C 1.7319 3.4568 -1.3295 1.515 0.197 -1.450 -0.77
O 0.5524 3.3143 -1.0473 -5.642 -0.748 0.848 0.00
N 2.5504 2.4776 -1.2114 2.205 -4.096 0.200 0.22
N 2.2275 4.5408 -1.7930 -0.205 3.615 -0.605 0.26
H 3.4219 2.4728 -1.7220 0.156 0.007 0.345 0.15
H 2.1053 1.5841 -1.0581 0.677 0.144 -0.127 0.08
H 3.1968 4.6829 -2.0387 -0.093 0.165 0.181 0.16
H 1.6098 5.3241 -1.6351 0.451 0.578 -0.565 0.16
C -4.3498 1.0493 -0.0892 0.182 0.871 2.407 -0.67
O -3.7224 1.4041 -1.1022 0.939 1.328 -3.626 -0.03
N -5.5088 1.4595 0.3886 -0.906 1.109 -1.888 0.24
N -3.7514 0.2801 0.7867 2.283 -1.675 1.035 0.19
H -6.1176 1.9425 -0.2564 -0.397 0.230 0.578 0.15
H -5.7067 1.3242 1.3698 -0.658 0.016 -0.429 0.15
H -2.7929 0.0746 0.5434 -0.174 -0.165 0.561 0.08
H -4.1026 0.2110 1.7312 0.267 -0.563 -0.149 0.14
C 2.9356 -3.2091 -1.4709 -1.859 -3.713 -2.917 -0.75
O 1.8634 -3.3195 -2.1134 -3.589 0.406 -2.215 -0.19
N 3.8535 -4.0911 -1.6668 2.039 -1.517 -0.947 0.25
N 3.0353 -2.4428 -0.5016 0.880 5.934 5.283 0.24
H 3.5662 -4.9100 -2.1835 0.656 0.047 -0.166 0.15
H 4.7590 -4.0071 -1.2272 -0.054 -0.545 -0.106 0.15
H 2.3236 -1.7562 -0.2964 0.116 -0.251 -0.286 0.10
H 3.9347 -2.2237 -0.0976 -0.031 -0.313 0.245 0.16

---

Entry 3:
32
Properties=species:S:1:pos:R:3:forces:R:3:lowdin_charge:R:1 method="wB97M-V/def2-TZVPD" total_energy_ha=-596.8870 multiplicity=2 relative_energy_kcal_mol=2.33 homo_lumo_gap_ha="0.1108 / 0.3594" homo_energy_ev="0.3 / -6.5" e_lumo_ev="3.35 / 3.27" s2=0.75 total_charge=-1
C -0.7095 0.7108 -1.7551 0.459 0.717 -0.097 -0.30
N -0.2768 0.3400 -0.4101 -0.368 -0.362 0.300 -0.10
C -1.0109 -0.8343 0.0850 -0.362 0.064 -0.152 -0.25
C -0.6343 -1.1954 1.5201 0.197 0.071 -0.239 -0.20
C 0.6733 -1.9291 1.6112 -0.280 0.058 0.179 -0.22
C 1.6118 -1.6600 2.5041 0.519 0.186 0.369 -0.08
C 0.0250 1.9804 -2.1895 -0.113 -0.025 0.016 -0.11
H -1.7818 0.9370 -1.7367 -0.015 -0.230 0.044 0.10
H -0.5336 -0.0810 -2.4949 -0.109 -0.093 0.100 0.10
H 0.7343 0.1639 -0.4044 -0.151 0.080 -0.032 0.06
H -2.0845 -0.5946 0.0426 0.189 0.073 0.097 0.11
H -0.8999 -1.7034 -0.5832 0.193 0.007 0.100 0.11
H -0.6011 -0.2794 2.1159 -0.057 -0.080 0.068 0.10
H -1.4070 -1.8462 1.9381 -0.126 0.045 -0.042 0.11
H 0.7808 -2.7350 0.8911 0.229 -0.055 0.041 0.10
H 2.5487 -2.1929 2.6067 -0.075 -0.267 -0.349 0.03
H 1.5497 -0.8369 3.2122 -0.364 0.026 -0.160 0.05
H -0.4019 2.3656 -3.1176 0.103 -0.058 -0.084 0.06
H -0.0840 2.7614 -1.4323 0.013 -0.088 0.004 0.06
H 1.0917 1.7926 -2.3304 -0.065 -0.015 -0.008 0.05
H -0.4508 1.7965 0.9048 0.197 0.091 0.014 -0.01
H 0.2105 2.7640 1.9568 -0.924 -0.360 -0.625 0.05
O -0.6426 2.5492 1.5126 0.964 0.247 0.579 -0.14
H -2.4881 1.5840 0.2133 0.023 0.104 0.114 -0.02
H -2.8184 2.5135 1.3750 0.037 -0.407 -0.506 0.02
O -3.2367 1.9669 0.6842 -0.172 0.243 0.301 -0.08
H 2.8506 -0.8173 0.2747 0.221 0.129 -0.167 -0.03
H 3.5147 0.0444 -0.8318 -0.011 -0.067 0.044 -0.03
O 2.6975 -0.4575 -0.6236 -0.301 -0.037 0.079 -0.39
H 1.9666 -2.5947 -2.5571 0.856 -0.297 -0.253 0.00
H 1.3111 -1.5716 -1.7000 0.159 -0.247 -0.197 -0.03
O 1.1004 -2.3189 -2.2930 -0.865 0.545 0.463 -0.14

---

Entry 4:
37
Properties=species:S:1:pos:R:3:forces:R:3:lowdin_charge:R:1 method="wB97M-V/def2-TZVPD" total_energy_ha=-2441.6923 multiplicity=7 homo_lumo_gap_ha="0.3022 / 0.2142" homo_energy_ev="-8.1 / -9.6" e_lumo_ev="0.10 / -3.75" s2=12.01
Fe -14.9358 35.8882 26.4371 -1.180 -1.448 -0.733 0.84
Cl -16.0021 33.9111 25.5003 0.750 1.179 0.552 0.06
B -16.6537 37.0168 26.5392 -1.198 0.877 0.573 -0.50
H -16.9016 36.0305 26.8998 -0.764 -4.073 1.500 -0.05
H -17.4931 37.6915 26.6046 -2.758 2.039 -0.001 0.02
H -15.8278 37.4324 27.0954 3.422 1.840 2.750 -0.07
H -16.2071 36.9500 25.5593 1.717 -0.417 -4.680 -0.04
C -12.8805 33.0635 22.3620 -1.053 -0.294 -2.052 -0.26
C -14.2695 32.4275 22.1141 0.469 0.077 2.186 -0.17
O -14.6430 31.7454 23.3460 -0.041 -0.304 -1.230 -0.13
O -12.9320 34.2101 23.1539 -0.265 0.437 0.778 -0.08
H -12.6064 33.3473 21.3459 0.708 0.102 -0.243 0.11
H -12.1598 32.3490 22.7598 -0.270 -0.329 -0.087 0.13
H -14.2272 31.7710 21.2450 0.086 -0.460 0.446 0.12
H -15.0924 33.1187 21.9318 0.446 0.590 -0.295 0.12
H -14.8723 32.4475 23.9593 -0.088 0.200 0.278 -0.04
H -12.0445 34.3446 23.4944 -0.053 0.195 0.128 0.09
C -20.0640 35.0209 26.2430 0.335 -0.248 -0.640 -0.23
C -19.8649 33.6299 25.5926 -0.922 1.484 0.780 -0.23
O -20.9579 32.8666 26.0871 0.159 -1.091 -0.008 -0.07
O -21.0947 35.7478 25.5780 0.388 0.373 -0.462 -0.07
H -19.1144 35.5538 26.1937 -0.253 0.516 -0.279 0.09
H -20.3651 34.9885 27.2901 0.388 -0.683 0.162 0.12
H -18.8784 33.2263 25.8207 -0.331 -0.451 0.455 0.08
H -19.9181 33.7122 24.5070 0.033 0.220 -0.087 0.12
H -21.7240 33.0028 25.5248 0.129 -0.066 -0.142 0.08
H -21.9455 35.3441 25.7645 0.056 -0.084 0.208 0.07
C -14.1272 30.6473 26.1416 0.934 -0.271 0.665 -0.28
C -13.6629 29.8623 27.3919 -0.448 -0.065 -0.770 -0.24
O -13.5946 30.7282 28.5044 -0.053 0.377 0.082 -0.07
O -14.4803 29.7162 25.1684 -0.419 -1.042 0.040 -0.07
H -13.2886 31.2198 25.7452 0.121 0.513 0.264 0.11
H -14.9518 31.3158 26.3891 -0.058 0.081 0.243 0.08
H -12.7070 29.3715 27.2092 0.238 0.142 -0.189 0.12
H -14.3765 29.0506 27.5337 -0.290 -0.012 0.180 0.11
H -13.2725 30.2474 29.2704 0.001 -0.070 -0.056 0.08
H -14.7024 30.1985 24.3686 0.066 0.162 -0.319 0.04